(1)
Here is C19H16N2O4S2 in the gas phase in a non-equilibrium geometry from the Open Molecules 2025 dataset. Energies are from wB97M-V/def2-TZVPD.

Cartesian coordinates (Å):
C (-3.795, -1.868, 1.888)
H (-3.173, -2.693, 1.525)
C (1.655, -1.356, -0.942)
C (0.089, -3.626, -1.045)
C (0.008, 1.155, 0.639)
S (4.602, 0.614, 0.596)
O (0.957, 2.049, -1.900)
H (-4.844, -2.148, 1.814)
C (3.115, 2.515, -0.873)
H (-2.792, 2.328, -2.116)
N (2.505, -0.304, -0.775)
H (-1.168, -2.499, -2.360)
C (-0.268, -2.488, -1.764)
C (-1.279, -0.603, 1.627)
S (3.446, -2.201, 0.725)
H (1.503, -4.532, 0.299)
O (-3.510, 1.382, -0.412)
C (-2.347, 1.000, 0.173)
C (-1.135, 1.646, 0.013)
H (-4.501, 2.574, -1.672)
H (-1.053, 2.519, -0.611)
N (1.263, 1.761, 0.366)
C (2.005, -2.509, -0.207)
C (2.285, 1.838, 1.288)
H (0.814, -0.338, 1.948)
H (3.683, 2.030, -1.665)
H (-1.313, -1.474, 2.261)
C (-2.423, -0.149, 0.994)
H (-0.536, -4.505, -1.095)
C (1.228, -3.653, -0.262)
C (3.566, 2.138, 0.522)
H (3.159, 3.594, -1.035)
H (-3.220, 3.409, -0.759)
H (4.180, 2.881, 1.031)
C (0.507, -1.349, -1.728)
H (-3.549, -1.662, 2.935)
C (-0.063, 0.038, 1.448)
O (-3.652, -0.722, 1.087)
C (1.666, 2.067, -0.934)
O (2.186, 1.675, 2.473)
C (3.440, -0.564, 0.060)
H (0.248, -0.455, -2.271)
C (-3.487, 2.487, -1.285)

Forces on atoms 1 to 2 (eV/Å):
-0.0024 -0.1708 0.1168
-0.0062 0.0330 0.0203

Computed properties:
SMILES: COc1ccc(N2C(=O)C[C@H](Sc3nc4ccccc4s3)C2=O)cc1OC
Net charge: 0
HOMO-LUMO gap (eV): 8.3
Multiplicity: 1


(2)
Here is 2 unconnected molecules or ions with the total composition C5H13N2O in a non-equilibrium geometry from the Open Molecules 2025 dataset. Energies are from wB97M-V/def2-TZVPD.

Cartesian coordinates (Å):
H (1.821, -1.130, 1.796)
H (2.036, -1.931, -0.528)
H (3.307, 0.290, 0.149)
H (1.616, -0.770, -1.924)
H (2.198, 1.609, 0.595)
H (-0.254, 0.932, -1.322)
C (0.851, -0.837, 1.339)
C (-0.201, 0.389, -0.376)
C (-3.586, 0.078, 0.198)
H (-3.724, 1.614, -1.052)
O (-2.976, -0.849, -0.182)
C (1.336, -1.286, -0.948)
N (1.088, -0.213, -0.013)
H (-0.801, 0.780, 0.518)
N (-3.908, 1.293, -0.006)
H (0.339, -1.703, -1.021)
H (0.628, -0.092, 2.106)
H (0.118, -1.671, 1.095)
H (2.236, 1.068, -1.102)
H (-4.409, 1.715, 0.723)
C (2.287, 0.713, -0.045)

Forces on atoms 1 to 2 (eV/Å):
-0.4057 -0.7939 -1.0043
1.3549 -1.2031 0.2136

Computed properties:
Net charge: +1
HOMO-LUMO gap (spin up / spin down) (eV): 11.1 / 5.2
Multiplicity: 1
Energy above the lowest of the compared OMol25 structures with the same formula, charge and spin (kJ/mol): 604.3


(3)
Here is a molecular structure, C27H31MoN5OPSSe2 from the Open Molecules 2025 dataset. Energies are from wB97M-V/def2-TZVPD.

Cartesian coordinates (Å):
N (0.453, -2.870, -1.191)
C (2.113, 4.339, 1.469)
N (-0.374, -3.856, -1.629)
C (2.514, -0.120, -3.310)
H (-2.058, -3.260, 1.769)
C (2.835, 0.857, -4.243)
C (2.366, -6.155, -3.559)
C (1.041, -6.650, -3.575)
H (-2.715, -1.867, -2.917)
C (2.780, 2.207, -3.910)
H (4.952, 6.081, 2.023)
C (3.966, 3.437, 0.165)
H (-1.003, -6.392, -2.975)
C (-2.446, -1.564, -1.919)
H (-1.905, 1.618, 5.801)
N (-1.958, -0.518, -0.024)
H (3.031, 2.959, -4.645)
C (0.338, -4.796, -2.321)
H (-3.137, 2.863, 5.870)
O (-1.634, 1.371, 3.039)
H (5.842, 4.429, 0.421)
Mo (-1.086, 0.758, 1.316)
C (-3.907, 0.904, 5.260)
H (-2.384, -4.276, -1.983)
H (3.137, 0.567, -5.241)
C (2.957, 5.299, 1.991)
C (-2.825, 1.965, 5.324)
H (-3.632, 0.080, 4.603)
H (-1.406, -1.723, 2.280)
C (2.129, 0.242, -2.030)
C (-1.752, -3.872, -1.196)
C (2.093, 1.598, -1.693)
H (3.136, -6.727, -4.057)
C (-3.706, 3.052, 2.797)
C (2.415, 2.589, -2.634)
H (-4.035, 0.499, 6.264)
H (-3.336, 3.803, 2.097)
H (4.358, 2.715, -0.540)
H (-2.519, 0.626, -1.782)
C (4.800, 4.399, 0.707)
C (2.688, -4.981, -2.928)
C (0.002, -5.992, -2.961)
H (2.386, 3.640, -2.370)
Se (1.230, 0.362, 1.294)
H (-4.936, 2.298, 1.224)
H (-1.894, -4.462, -0.290)
C (-1.388, -2.455, 1.465)
C (-2.342, -0.347, -1.360)
Se (-0.639, 2.629, -0.008)
C (1.641, -4.294, -2.297)
H (-4.362, 3.571, 3.502)
N (-2.133, -2.490, -0.932)
P (1.591, 2.126, -0.083)
H (-3.689, 1.146, 1.704)
N (1.641, -3.110, -1.597)
H (1.070, 4.317, 1.761)
H (-5.101, 1.374, 2.716)
C (4.296, 5.326, 1.610)
H (-0.376, -2.853, 1.366)
C (-1.831, -1.842, 0.188)
H (1.889, -0.536, -1.316)
C (2.617, 3.414, 0.545)
H (2.572, -1.168, -3.567)
H (-4.865, 1.318, 4.953)
H (2.578, 6.031, 2.691)
H (0.845, -7.583, -4.086)
S (-2.235, 2.651, 3.776)
C (-4.394, 1.899, 2.080)
H (3.699, -4.599, -2.901)

Forces on atoms 1 to 2 (eV/Å):
0.0231 -0.0306 -0.0245
0.0252 -0.0025 -0.0205

Computed properties:
Net charge: +3
HOMO-LUMO gap (spin up / spin down) (eV): 5.0 / 5.0
Multiplicity: 1
Energy above the lowest of the compared OMol25 structures with the same formula, charge and spin (kJ/mol): 0.0


(4)
Here is C2H7N3 in the gas phase in a non-equilibrium geometry from the Open Molecules 2025 dataset. Energies are from wB97M-V/def2-TZVPD.

Cartesian coordinates (Å):
N (-0.087, 0.821, 0.189)
C (0.066, -0.294, -0.589)
H (0.908, 1.678, 1.883)
H (-1.683, -0.215, -1.481)
N (-0.723, -0.232, -1.787)
N (0.833, -1.262, -0.283)
H (1.038, -1.796, -1.123)
C (0.381, 0.787, 1.565)
H (-0.335, 0.372, 2.274)
H (-1.049, 1.141, 0.215)
H (1.118, -0.019, 1.547)
H (-0.467, -0.981, -2.410)

Forces on atoms 1 to 2 (eV/Å):
-1.4361 0.6331 1.2390
-0.2192 -0.6736 -1.0073

Computed properties:
SMILES: [H]/N=C(\N)NC
Net charge: 0
HOMO-LUMO gap (eV): 9.9
Multiplicity: 1
Energy above the lowest of the compared OMol25 structures with the same formula, charge and spin (kJ/mol): 50.4


(5)
Here is Br2H4P2Si in the gas phase in a non-equilibrium geometry from the Open Molecules 2025 dataset. Energies are from wB97M-V/def2-TZVPD.

Cartesian coordinates (Å):
H (1.452, -0.507, 1.790)
P (2.109, 0.375, 0.721)
H (0.593, -1.455, -1.082)
P (0.371, -0.104, -0.490)
H (1.421, 1.576, 0.957)
Br (-2.409, 1.539, 0.409)
H (1.030, 0.710, -1.357)
Br (-2.584, -1.946, 0.205)
Si (-1.984, -0.188, -1.154)

Forces on atoms 1 to 2 (eV/Å):
1.1178 1.5349 -0.6390
-0.8611 -2.0591 1.8593

Computed properties:
SMILES: P[PH2]=[Si](Br)Br
Net charge: 0
HOMO-LUMO gap (eV): 7.7
Multiplicity: 1
Energy above the lowest of the compared OMol25 structures with the same formula, charge and spin (kJ/mol): 150.4


(6)
Here is C5H8Cl2N2O2S in the gas phase in a non-equilibrium geometry from the Open Molecules 2025 dataset. Energies are from wB97M-V/def2-TZVPD.

Cartesian coordinates (Å):
Cl (-0.365, 2.699, -1.309)
H (-0.465, 1.138, 2.813)
N (-0.231, 0.977, 0.786)
H (-1.875, -0.246, 1.182)
H (0.975, 0.103, -2.053)
O (1.535, -1.316, 0.995)
H (-1.472, 2.260, 2.056)
H (-0.510, -2.696, -1.583)
C (-1.083, -0.117, 0.483)
H (0.408, 2.419, 2.062)
N (0.525, 1.392, -0.194)
C (0.647, 0.038, -1.076)
C (-1.244, -1.905, -1.316)
C (-0.440, 1.771, 1.949)
O (2.581, -1.646, -1.274)
C (-0.642, -0.722, -0.634)
H (-1.706, -1.570, -2.223)
H (-1.989, -2.281, -0.648)
S (1.992, -0.840, -0.260)
Cl (3.359, 0.543, 0.244)

Forces on atoms 1 to 2 (eV/Å):
-0.2821 -0.1194 -0.2553
0.4038 -0.7494 0.5000

Computed properties:
SMILES: CC1=CN(C)N(Cl)[C@H]1S(=O)(=O)Cl
Net charge: 0
HOMO-LUMO gap (eV): 8.5
Multiplicity: 1
Energy above the lowest of the compared OMol25 structures with the same formula, charge and spin (kJ/mol): 67.0


(7)
Here is C4H8OS in the gas phase in a non-equilibrium geometry from the Open Molecules 2025 dataset. Energies are from wB97M-V/def2-TZVPD.

Cartesian coordinates (Å):
C (-0.227, -0.109, -2.396)
H (0.888, -1.216, 0.129)
H (-0.266, -1.022, -3.011)
O (0.221, 0.908, -2.863)
H (-1.404, -0.936, -0.762)
C (-0.677, -0.164, -0.947)
H (0.620, 1.287, 1.606)
S (0.646, -0.769, 2.777)
H (1.274, 0.413, -0.399)
C (0.488, -0.209, 0.033)
H (0.526, 0.177, 3.714)
H (-0.938, 0.552, 1.539)
C (0.120, 0.332, 1.405)
H (-1.270, 0.757, -0.825)

Forces on atoms 1 to 2 (eV/Å):
0.3255 0.1455 0.3299
-0.0095 -0.1510 -0.1360

Computed properties:
SMILES: O=CCCCS
Net charge: 0
HOMO-LUMO gap (eV): 10.0
Multiplicity: 1
Energy above the lowest of the compared OMol25 structures with the same formula, charge and spin (kJ/mol): 70.4


(8)
Here is 8 unconnected molecules or ions with the total composition C25H50O24S2 in a non-equilibrium geometry from the Open Molecules 2025 dataset. Energies are from wB97M-V/def2-TZVPD.

Cartesian coordinates (Å):
H (2.133, -3.032, 1.211)
C (6.336, 7.609, 1.041)
O (5.092, -7.460, -3.872)
C (1.275, -3.670, 1.005)
H (2.965, -0.716, 2.829)
H (4.113, 9.679, -2.733)
H (-7.636, -4.452, -1.213)
C (-4.164, 3.797, -1.162)
O (3.390, -6.733, -2.768)
C (-2.335, -3.287, -2.345)
H (0.490, 3.780, 2.882)
O (5.915, 8.888, 0.552)
C (4.504, 7.494, 4.229)
H (5.325, -9.235, -4.928)
S (-3.520, 2.723, 1.380)
C (3.502, -7.623, 1.967)
C (4.933, 5.240, 3.881)
O (2.740, -6.819, 1.065)
C (-3.332, 2.681, -0.466)
H (-3.787, 4.759, -0.790)
C (-9.042, -2.248, -1.025)
O (-7.196, 1.704, -1.866)
H (2.541, -7.444, -1.006)
H (-10.214, -0.062, -1.897)
H (-2.780, 1.155, -1.878)
H (3.087, -1.029, 1.093)
O (-9.024, -3.292, -0.191)
H (3.424, 7.375, 4.151)
H (0.861, -3.640, -2.142)
C (4.061, -7.829, -3.112)
H (6.057, 2.461, 2.710)
H (6.811, 7.032, 0.246)
H (-0.317, -4.956, -2.196)
S (-6.033, 1.806, -0.949)
C (2.248, -6.984, -1.945)
H (3.710, -8.563, 1.461)
C (-0.207, 2.944, 2.923)
H (-9.772, 0.829, -0.433)
H (-0.104, -3.870, -3.605)
H (-9.352, -4.788, -1.595)
C (2.961, -0.253, 1.843)
H (7.066, 7.785, 1.827)
H (-4.078, 3.756, -2.256)
C (2.405, -5.620, 1.550)
O (5.620, 4.413, 3.095)
C (-9.469, 0.029, -1.104)
O (-8.774, -2.280, -2.194)
O (0.237, 1.873, 2.089)
H (1.525, -7.610, -2.471)
O (4.221, 4.924, 4.790)
H (4.447, -7.138, 2.210)
C (-5.663, 3.603, -0.790)
O (4.548, 7.827, -0.895)
H (3.580, 11.214, -2.031)
H (0.717, -3.243, 0.175)
H (-0.335, 2.605, 3.951)
H (-6.371, 4.155, -1.414)
O (-2.685, -4.168, -3.077)
H (2.935, -7.829, 2.873)
O (-3.127, -2.387, -1.765)
H (5.503, 7.066, 1.456)
C (-8.646, -4.518, -0.810)
O (-6.384, 1.216, 0.362)
C (-0.117, -3.935, -2.517)
H (6.703, -8.124, -4.919)
C (5.012, 8.827, -0.422)
H (-4.676, -2.421, -3.154)
H (-8.496, 0.275, -1.520)
O (1.711, 0.385, 1.590)
C (5.451, 3.030, 3.412)
H (1.781, -6.028, -1.725)
H (4.410, 2.730, 3.297)
O (1.702, -4.977, 0.615)
O (2.687, -5.196, 2.633)
H (-2.273, 2.935, -0.626)
H (4.783, 8.456, 3.803)
H (-4.880, -3.509, -1.748)
H (0.619, -3.723, 1.873)
O (-9.406, -1.176, -0.331)
H (6.344, -9.069, -3.466)
H (-1.171, 3.272, 2.544)
H (-8.667, -5.287, -0.041)
C (3.743, 10.159, -1.827)
H (-4.419, 1.760, 1.740)
O (4.709, 10.075, -0.782)
O (5.179, 6.488, 3.473)
O (-1.080, -3.037, -1.966)
O (-4.802, 1.030, -1.698)
C (-3.525, 1.254, -1.074)
H (-5.057, -1.759, -1.560)
C (-4.512, -2.541, -2.084)
H (4.818, 7.466, 5.271)
H (2.800, 9.711, -1.516)
H (3.784, 0.456, 1.750)
C (1.417, 1.368, 2.440)
O (2.096, 1.734, 3.358)
C (5.904, -8.546, -4.314)
H (5.800, 2.820, 4.422)
H (-5.833, 3.897, 0.252)
H (-3.262, 0.508, -0.315)
O (3.789, -8.953, -2.794)

Forces on atoms 1 to 2 (eV/Å):
-0.0040 -0.1087 0.1538
0.3415 -0.1525 -0.1538

Computed properties:
SMILES: O=S1(=O)CC[C@@H](S)CO1.COC(=O)OC.COC(=O)OC.COC(=O)OC.COC(=O)OC.COC(=O)OC.COC(=O)OC.COC(=O)OC
Net charge: 0
HOMO-LUMO gap (eV): 10.0
Multiplicity: 1


> net charge of number 2 (C5H13N2O)?

+1


> What is the formula in the second record?

C5H13N2O